Record 1
A structure of composition C6H8CeLiO3, computed with ωB97M-V with the def2-TZVPD basis set.

Each line ends with the Mulliken charge.
Positions of all 19 atoms, in Å:
C 0.43 -2.08 2.41  -0.790
C 1.57 -2.06 1.70  -0.424
C 1.49 -1.68 0.23  0.347
C 2.04 -0.28 0.29  0.036
O 1.37 0.65 -0.16  -0.497
Li 0.73 2.48 -0.49  0.924
H 0.40 -1.69 3.43  0.302
H -0.55 -2.29 1.98  0.328
H 2.50 -2.52 2.06  0.440
H 3.09 -0.12 0.59  0.423
H 2.24 -2.27 -0.35  0.392
O -0.89 1.80 -1.14  -0.451
O 0.20 -1.70 -0.22  -0.602
C -1.96 2.52 -1.49  0.504
C -3.09 2.03 -2.01  -0.919
H -1.84 3.60 -1.36  0.246
H -3.88 2.72 -2.31  0.281
H -3.26 0.96 -2.14  0.084
Ce -0.59 -0.07 -1.05  1.376

HOMO (spin up / spin down)   -16.1 / -16.1 eV
HOMO-LUMO gap (spin up / spin down)   0.2818 / 0.2821 hartree
Multiplicity   2
Net charge   +2
DFT total energy   -941.1451 Ha
Lowest unoccupied orbital energy (spin up / spin down)   -8.46 / -8.45 eV

---

Record 2
A cluster of 2 separate species, C4H10NO2S in total, computed with ωB97M-V with the def2-TZVPD basis set.

Each line ends with the Mulliken charge.
Positions of all 18 atoms, in Å:
C -0.55 -0.69 0.94  -0.365
C 0.57 -0.67 1.97  -0.769
S 1.36 -2.33 1.94  -0.670
C -1.43 0.47 0.37  0.314
N -1.06 1.36 -0.74  -0.089
C -0.68 0.55 -1.90  -0.809
O -2.38 0.65 1.12  -0.588
H -0.08 -1.23 0.04  0.154
H -1.22 -1.43 1.26  0.254
H 1.33 -0.06 1.72  0.331
H 0.21 -0.64 3.05  0.218
H -1.43 2.21 -0.99  0.211
H 0.01 1.18 -2.45  0.273
H -1.60 0.22 -2.43  0.267
H -0.30 -0.43 -1.50  0.310
H 2.40 -0.15 -0.25  0.308
H 2.25 0.36 -1.48  0.273
O 2.60 0.64 -0.68  -0.622

HOMO   -2.7 eV
HOMO-LUMO gap   0.2179 hartree
Multiplicity   1
Net charge   -1
DFT total energy   -761.8079 Ha
ΔE to the lowest compared entry with this formula, charge and spin   298.0 kJ/mol
Lowest unoccupied orbital energy   3.24 eV

---

Record 3
A structure of composition C20H14N2O8Rb, computed with ωB97M-V with the def2-TZVPD basis set.

Each line ends with the Mulliken charge.
Positions of all 45 atoms, in Å:
Rb -0.10 0.59 -0.36  0.911
O 3.90 3.40 0.46  -0.505
C 3.00 2.35 0.41  0.322
O 1.81 2.58 0.58  -0.673
C 3.61 1.09 0.15  0.105
C 5.00 0.96 -0.09  -0.500
C 5.56 -0.25 -0.36  -0.510
C 4.70 -1.40 -0.36  -0.942
C 3.36 -1.19 -0.09  0.523
N 2.77 -0.03 0.16  -0.195
C 2.42 -2.37 -0.03  0.543
O 2.99 -3.55 0.31  -0.498
O 1.23 -2.32 -0.22  -0.486
H 3.33 4.17 0.62  0.327
H 5.61 1.85 -0.07  0.397
H 6.62 -0.35 -0.57  0.411
H 5.08 -2.36 -0.67  0.418
H 3.91 -3.35 0.55  0.335
O -1.82 2.28 -1.77  -0.893
C -2.50 2.44 -0.74  0.722
O -2.24 2.05 0.42  -0.873
C -3.83 3.18 -0.91  -0.073
C -4.24 3.62 -2.17  -0.318
C -5.44 4.27 -2.34  -0.427
C -6.24 4.49 -1.22  0.210
C -5.86 4.07 0.04  -0.493
C -4.65 3.42 0.19  -0.355
N -7.52 5.18 -1.39  0.988
O -8.22 5.35 -0.40  -0.627
O -7.84 5.55 -2.51  -0.627
H -3.58 3.42 -3.00  0.438
H -5.78 4.61 -3.30  0.453
H -6.51 4.26 0.88  0.450
H -4.31 3.07 1.16  0.459
C -4.59 -3.14 -0.27  -0.425
C -3.33 -3.74 -0.32  -0.356
C -2.19 -2.98 -0.07  -0.370
C -2.40 -1.66 0.22  -0.128
C -3.60 -1.01 0.29  -0.272
C -4.73 -1.79 0.04  -0.424
H -5.47 -3.74 -0.47  0.342
H -3.24 -4.79 -0.56  0.351
H -1.19 -3.40 -0.11  0.448
H -3.66 0.05 0.52  0.464
H -5.71 -1.34 0.07  0.354

HOMO (spin up / spin down)   -6.4 / -2.7 eV
HOMO-LUMO gap (spin up / spin down)   0.3001 / 0.1635 hartree
Multiplicity   1
Net charge   -1
DFT total energy   -1506.0630 Ha
ΔE to the lowest compared entry with this formula, charge and spin   0.0 kJ/mol
Lowest unoccupied orbital energy (spin up / spin down)   1.77 / 1.77 eV

---

Record 4
A cluster of 2 separate species, CHCl2NO in total, computed with ωB97M-V with the def2-TZVPD basis set.

Each line ends with the Mulliken charge.
Positions of all 6 atoms, in Å:
Cl 1.40 -1.12 0.48  -0.041
C 0.93 0.22 -0.33  0.694
N 0.68 0.76 -1.39  -0.333
O 1.22 1.53 -0.11  -0.330
Cl -1.90 -0.08 0.76  -0.253
H -2.33 -1.31 0.59  0.262

HOMO   -9.9 eV
HOMO-LUMO gap   0.3762 hartree
Multiplicity   1
DFT total energy   -1088.9420 Ha
ΔE to the lowest compared entry with this formula, charge and spin   163.7 kJ/mol
Lowest unoccupied orbital energy   0.31 eV

---

Record 5
A structure of composition C3H3FN2O, computed with ωB97M-V with the def2-TZVPD basis set.

Each line ends with the Mulliken charge.
Positions of all 10 atoms, in Å:
C -0.98 -1.77 0.75  -0.956
C -0.50 -0.48 0.24  0.339
C 0.18 0.05 -0.70  0.453
H 0.04 -2.37 1.16  0.224
H -1.89 -1.75 1.84  0.263
H -1.60 -2.49 0.02  0.322
N -0.20 0.46 1.36  -0.001
N 0.35 1.48 1.00  -0.147
O 0.73 1.28 -0.50  -0.247
F 0.49 -0.44 -1.91  -0.250

HOMO   -10.3 eV
HOMO-LUMO gap   0.3950 hartree
Multiplicity   1
DFT total energy   -400.5740 Ha
ΔE to the lowest compared entry with this formula, charge and spin   454.8 kJ/mol
Lowest unoccupied orbital energy   0.46 eV

---

Record 6
The molecule C3H5N5, computed with ωB97M-V with the def2-TZVPD basis set.

Each line ends with the Mulliken charge.
Positions of all 13 atoms, in Å:
N -1.96 0.30 0.30  -0.640
C -1.31 -0.89 0.08  -0.503
C 0.16 -0.34 -0.19  0.521
N 0.23 0.87 -0.57  -0.356
C 1.53 1.18 -0.06  0.007
N 2.51 0.32 0.42  -0.276
N 2.39 -1.03 -0.01  -0.276
N 1.21 -1.37 -0.24  -0.043
H -1.54 1.15 0.88  0.331
H -2.38 0.75 -0.80  0.323
H -1.55 -1.50 -0.70  0.270
H -1.32 -1.68 0.85  0.293
H 2.03 2.24 0.05  0.348

HOMO   -9.3 eV
HOMO-LUMO gap   0.3284 hartree
Multiplicity   1
DFT total energy   -390.8913 Ha
ΔE to the lowest compared entry with this formula, charge and spin   596.4 kJ/mol
Lowest unoccupied orbital energy   -0.35 eV

---

Please write out number 3 again, unchanged.
A structure of composition C20H14N2O8Rb, computed with ωB97M-V with the def2-TZVPD basis set.

Each line ends with the Mulliken charge.
Positions of all 45 atoms, in Å:
Rb -0.10 0.59 -0.36  0.911
O 3.90 3.40 0.46  -0.505
C 3.00 2.35 0.41  0.322
O 1.81 2.58 0.58  -0.673
C 3.61 1.09 0.15  0.105
C 5.00 0.96 -0.09  -0.500
C 5.56 -0.25 -0.36  -0.510
C 4.70 -1.40 -0.36  -0.942
C 3.36 -1.19 -0.09  0.523
N 2.77 -0.03 0.16  -0.195
C 2.42 -2.37 -0.03  0.543
O 2.99 -3.55 0.31  -0.498
O 1.23 -2.32 -0.22  -0.486
H 3.33 4.17 0.62  0.327
H 5.61 1.85 -0.07  0.397
H 6.62 -0.35 -0.57  0.411
H 5.08 -2.36 -0.67  0.418
H 3.91 -3.35 0.55  0.335
O -1.82 2.28 -1.77  -0.893
C -2.50 2.44 -0.74  0.722
O -2.24 2.05 0.42  -0.873
C -3.83 3.18 -0.91  -0.073
C -4.24 3.62 -2.17  -0.318
C -5.44 4.27 -2.34  -0.427
C -6.24 4.49 -1.22  0.210
C -5.86 4.07 0.04  -0.493
C -4.65 3.42 0.19  -0.355
N -7.52 5.18 -1.39  0.988
O -8.22 5.35 -0.40  -0.627
O -7.84 5.55 -2.51  -0.627
H -3.58 3.42 -3.00  0.438
H -5.78 4.61 -3.30  0.453
H -6.51 4.26 0.88  0.450
H -4.31 3.07 1.16  0.459
C -4.59 -3.14 -0.27  -0.425
C -3.33 -3.74 -0.32  -0.356
C -2.19 -2.98 -0.07  -0.370
C -2.40 -1.66 0.22  -0.128
C -3.60 -1.01 0.29  -0.272
C -4.73 -1.79 0.04  -0.424
H -5.47 -3.74 -0.47  0.342
H -3.24 -4.79 -0.56  0.351
H -1.19 -3.40 -0.11  0.448
H -3.66 0.05 0.52  0.464
H -5.71 -1.34 0.07  0.354

HOMO (spin up / spin down)   -6.4 / -2.7 eV
HOMO-LUMO gap (spin up / spin down)   0.3001 / 0.1635 hartree
Multiplicity   1
Net charge   -1
DFT total energy   -1506.0630 Ha
ΔE to the lowest compared entry with this formula, charge and spin   0.0 kJ/mol
Lowest unoccupied orbital energy (spin up / spin down)   1.77 / 1.77 eV